[1]
DFT (ωB97M-V/def2-TZVPD) results for the molecule C14H10Br2N2O4.

As for the SMILES: Nc1cc(Br)c(O)c2c1C(=O)[C@H]1C(=O)[C@H](N)C(Br)=CC1=C2O. As for the net charge: 0. For the maximum force, the calculation gives 3.62 eV/Å. The LUMO energy is -0.774 eV.

Positions of all 32 atoms, in Å:
1 O -1.58 1.49 1.18
2 O 0.23 3.51 0.41
3 Br 5.21 1.78 0.41
4 Br -3.16 -4.80 -1.10
5 O 1.68 -2.28 -0.38
6 O -0.26 -3.72 -1.42
7 C -0.99 0.80 0.34
8 C 0.90 2.48 0.52
9 C 2.80 0.37 -0.09
10 C 0.85 -1.18 -0.45
11 C 1.37 0.09 -0.26
12 C 3.30 1.55 0.43
13 C -3.30 -2.11 -0.19
14 C -2.45 -3.07 -0.71
15 C -1.10 -2.75 -0.92
16 C -0.61 -1.49 -0.51
17 C -1.50 -0.51 -0.02
18 C -2.85 -0.82 0.14
19 N -3.79 0.03 0.70
20 N 2.95 3.85 0.55
21 C 0.37 1.26 -0.23
22 C 2.37 2.58 1.00
23 H 1.14 -3.07 -0.51
24 H -0.79 -4.31 -1.98
25 H 3.51 -0.36 -0.44
26 H -4.30 -2.41 0.05
27 H -3.46 0.86 1.19
28 H -4.57 -0.47 1.13
29 H 3.18 3.82 -0.43
30 H 2.26 4.61 0.75
31 H 0.27 1.65 -1.25
32 H 2.33 2.63 2.08

[2]
DFT (ωB97M-V/def2-TZVPD) results for a structure of composition C14H10BrF9IrO.

As for the net charge: -1. For the maximum force, the calculation gives 8.59 eV/Å. The spin multiplicity is 5. The LUMO energy (spin up / spin down) is 3.070 / 0.623 eV.

Positions of all 36 atoms, in Å:
1 C -1.93 -0.84 -0.81
2 C -1.72 -1.34 0.50
3 C -1.78 -0.24 1.40
4 H -1.55 -2.37 0.77
5 C -1.97 0.93 0.65
6 C -2.05 0.57 -0.72
7 H -2.16 1.25 -1.55
8 H -1.94 -1.42 -1.71
9 H -1.64 -0.29 2.47
10 H -2.01 1.94 1.03
11 Ir 0.00 0.00 0.00
12 Br 1.14 -0.83 -1.76
13 C 2.77 0.68 -4.91
14 C 1.68 1.46 -5.34
15 C 0.70 0.59 -5.85
16 H 1.61 2.54 -5.28
17 C 1.18 -0.73 -5.75
18 C 2.46 -0.68 -5.16
19 H 3.10 -1.53 -4.94
20 H 3.69 1.05 -4.46
21 H -0.26 0.89 -6.27
22 H 0.66 -1.63 -6.06
23 F 2.30 -0.75 3.16
24 C 1.52 0.25 3.71
25 F 1.81 0.30 5.07
26 F 1.94 1.44 3.15
27 C 0.00 0.00 3.42
28 O 0.00 0.00 2.00
29 C -0.35 -1.40 4.09
30 F -0.01 -1.40 5.44
31 F -1.69 -1.74 4.04
32 F 0.36 -2.42 3.47
33 C -0.78 1.22 4.09
34 F -0.47 1.32 5.43
35 F -0.42 2.41 3.47
36 F -2.16 1.11 4.02

[3]
DFT (ωB97M-V/def2-TZVPD) results for a structure of composition C14H11ClHfN2O2.

As for the net charge: +2. For the maximum force, the calculation gives 9.57 eV/Å. The LUMO energy is -9.480 eV.

Positions of all 31 atoms, in Å:
1 Cl 3.14 0.90 -0.61
2 C -0.61 2.28 -0.12
3 C -1.35 1.37 -0.94
4 C -0.64 1.25 -2.20
5 H -2.30 0.89 -0.71
6 C 0.47 2.19 -2.18
7 C 0.52 2.75 -0.87
8 H 1.24 3.53 -0.59
9 H -0.88 2.66 0.86
10 H -0.83 0.56 -3.02
11 C 1.45 2.43 -3.33
12 Hf 0.70 0.35 -0.65
13 C 0.80 -1.22 -2.49
14 O 0.85 -2.09 -3.31
15 C 2.11 0.70 1.25
16 O 2.63 0.56 2.28
17 H 1.51 1.55 -3.99
18 H 2.51 2.64 -3.02
19 H 1.20 3.26 -4.03
20 N -2.33 -4.72 4.27
21 C -1.85 -3.83 3.67
22 C -1.34 -2.79 2.85
23 C -2.12 -1.69 2.49
24 C -1.60 -0.75 1.62
25 N -0.39 -0.90 1.00
26 C 0.43 -1.89 1.51
27 C -0.04 -2.88 2.36
28 H -3.16 -1.59 2.83
29 H -2.20 0.13 1.35
30 H 1.46 -1.90 1.12
31 H 0.62 -3.73 2.61

[4]
DFT (ωB97M-V/def2-TZVPD) results for the molecule C14H11ClN2O3.

As for the SMILES: CC(=O)O[C@@]1(/C=C(\Cl)C#N)C(=O)N(C)c2ccccc21. As for the net charge: 0. For the maximum force, the calculation gives 3.67 eV/Å. The LUMO energy is -0.269 eV.

Positions of all 31 atoms, in Å:
1 N -0.73 5.06 2.43
2 O 0.56 -1.51 -1.40
3 O -1.74 1.31 -1.63
4 Cl -2.66 1.86 2.11
5 C -0.92 3.96 2.12
6 O 1.05 0.51 -0.44
7 C 1.35 -0.67 -1.00
8 C -1.43 0.48 -0.75
9 C -1.19 2.64 1.64
10 C -0.22 2.03 0.83
11 C -1.58 -2.51 2.83
12 C -0.39 -1.81 3.17
13 C -2.24 -2.18 1.63
14 C 0.07 -0.74 2.39
15 C -1.74 -1.14 0.81
16 C -0.56 -0.45 1.20
17 N -2.23 -0.57 -0.36
18 C 2.83 -0.99 -1.23
19 C -0.22 0.66 0.21
20 C -3.46 -0.99 -1.05
21 H 0.58 2.70 0.55
22 H -1.92 -3.34 3.45
23 H 0.04 -2.13 4.08
24 H -3.11 -2.71 1.28
25 H 0.98 -0.20 2.66
26 H 3.01 -1.98 -0.77
27 H 2.97 -1.10 -2.33
28 H 3.48 -0.24 -0.87
29 H -3.22 -1.67 -1.87
30 H -4.11 -1.51 -0.31
31 H -4.03 -0.12 -1.43

Question: Which formula does entry 4 have?
Answer: C14H11ClN2O3